A 2-piece molecular cluster, C5H9N2 overall in a non-equilibrium geometry. Source: the OMol25 dataset; level of theory: ωB97M-V with the def2-TZVPD basis set.

The geometry in XYZ format:
```
16
Properties=species:S:1:pos:R:3:forces:R:3
C 0.33850 2.47324 -2.39420 0.9035 -0.3549 3.6698
C 1.12944 -0.38667 2.51258 -1.6349 0.4674 0.1008
C 0.64757 2.46962 -1.24315 0.4850 0.2878 0.3588
C 0.37573 -0.65565 1.46139 2.7603 -0.2385 1.1636
C -0.18439 -1.07602 0.37260 -1.0913 1.1196 -0.1283
N -0.64014 -2.36169 0.04258 -0.4815 0.3770 0.6766
N -0.77575 0.08415 -0.46356 -1.1547 0.1848 -0.8115
H 0.13027 2.72046 -3.31875 -1.1077 0.5701 -4.3257
H -0.02079 0.64421 -0.98584 -1.2133 -1.3220 -0.3906
H 2.18761 -0.53478 2.75372 -0.2517 0.2518 -0.9976
H 0.56423 0.09897 3.31299 0.1410 -0.5991 0.3367
H 1.03120 2.58900 -0.26108 0.0253 -0.1043 0.2925
H -0.76111 -2.85734 0.93716 0.0227 -0.1513 -0.9752
H -0.06340 -2.87112 -0.62562 -0.0362 0.1447 0.3872
H -1.61348 -0.35482 -1.03476 2.3036 1.2792 0.8463
H -1.17720 0.92247 0.06955 0.3299 -1.9124 -0.2033
```
Forces are in eV/Å.

- Highest occupied orbital energy: -13.41 eV
- 2S+1: 1
- Strongest force on any atom: 0.0875 hartree/bohr
- Total charge: +1
- Frontier orbital gap: 0.3574 hartree
- E_tot: -304.99720 a.u.

Atom charges from the Mulliken analysis, given in e for atoms 1 to 8: -0.1828, -0.7835, -0.6499, 0.1341, 0.3722, -0.5497, -0.3832, 0.4775

***

C5H9N2 as an isolated structure in a non-equilibrium geometry. Source: the OMol25 dataset; level of theory: ωB97M-V with the def2-TZVPD basis set.

The geometry in XYZ format:
```
16
Properties=species:S:1:pos:R:3:forces:R:3
C -0.73537 -0.05765 -1.58189 2.5334 0.7748 1.7462
C -0.09434 -0.31167 0.21988 1.1304 0.3794 0.2566
C -0.90163 0.49520 -2.85320 2.0130 -1.2102 -2.9805
C 0.94301 -0.06185 2.43576 -1.0883 -0.4570 1.1807
C 0.06541 -0.92242 1.51767 0.7231 2.1210 2.4367
N -0.80560 -0.97289 -0.74776 -2.4028 -1.6440 -1.7092
N 0.43152 0.68994 -0.44653 -1.4060 -0.4447 -0.2468
H -0.36911 -0.22125 -3.65333 -0.6942 1.5664 1.7890
H -0.64383 1.52953 -3.00418 0.8337 0.1989 0.3886
H -1.86955 0.48108 -3.17182 -3.1351 -0.4767 -0.6599
H 0.70058 -0.19671 3.52962 1.0040 -0.5405 -1.2164
H 0.69322 0.93263 2.32723 -0.9750 2.4959 -0.3443
H 1.94847 -0.04005 2.09533 1.2070 -0.6951 0.4830
H -0.82150 -1.17900 2.10762 -0.2150 -0.2669 -1.0070
H 0.69301 -1.75092 1.35484 0.1643 -1.8920 -0.6129
H 0.76570 1.58604 -0.12924 0.3077 0.0908 0.4962
```
Forces are in eV/Å.

- Highest occupied orbital energy: -15.93 eV
- 2S+1: 1
- Strongest force on any atom: 0.0738 hartree/bohr
- Total charge: +1
- Frontier orbital gap: 0.3756 hartree
- E_tot: -305.03574 a.u.

Atom charges from the Mulliken analysis, given in e for atoms 1 to 8: 0.7658, 0.4563, -1.0369, -1.3217, -0.1313, -0.4497, -0.3437, 0.3048

***

An isolated ion of composition C5H9N2 and charge +1 in a non-equilibrium geometry. Source: the OMol25 dataset; level of theory: ωB97M-V with the def2-TZVPD basis set.

The geometry in XYZ format:
```
16
Properties=species:S:1:pos:R:3:forces:R:3
C 1.72743 0.67493 -0.40151 0.1368 0.4315 -1.8730
C 0.39907 0.97969 0.23294 0.6237 -2.5220 2.0097
N -0.51643 1.72923 -0.39252 -0.0557 1.8098 -0.7805
C -1.60181 1.16166 -0.68048 -0.2989 0.6812 1.0985
C -1.62914 -0.20479 -0.21165 -2.9288 -2.4116 0.4270
N -0.53292 -0.55344 0.31562 -0.0781 3.6972 -1.0602
C -0.01771 -1.80547 0.59227 2.2506 0.1270 1.3350
H 1.61009 0.67739 -1.58388 0.4693 -0.2304 2.5647
H 2.17411 -0.29045 0.00703 -0.4153 1.5421 -0.5687
H 2.29556 1.58909 -0.08645 0.2275 -1.0909 -0.5949
H 0.59052 1.32332 1.31566 -0.8618 -0.8131 -1.3281
H -2.47652 1.69926 -0.96170 -0.3762 0.2655 -0.8140
H -2.64237 -0.83257 -0.23767 2.6465 1.0088 -0.1670
H 0.57909 -1.70404 1.49343 -0.4102 -0.3234 0.7693
H 0.82919 -1.92446 -0.08205 -0.5292 -0.9189 -0.7844
H -0.78817 -2.51936 0.68095 -0.4000 -1.2527 -0.2334
```
Forces are in eV/Å.

- Highest occupied orbital energy: -15.78 eV
- SMILES: C[C@H]1N=CC=[N+]1C
- 2S+1: 1
- Strongest force on any atom: 0.0748 hartree/bohr
- Total charge: +1
- Frontier orbital gap: 0.3827 hartree
- E_tot: -305.09934 a.u.

Atom charges from the Mulliken analysis, given in e for atoms 1 to 8: -1.0678, 0.2883, -0.2897, -0.4658, 0.3114, -0.0241, -0.8913, 0.2878

***

An isolated ion of composition C5H9N2 and charge +1 in a non-equilibrium geometry. Source: the OMol25 dataset; level of theory: ωB97M-V with the def2-TZVPD basis set.

The geometry in XYZ format:
```
16
Properties=species:S:1:pos:R:3:forces:R:3
C 0.79455 -1.01146 -0.12533 -1.6696 -5.0386 -0.4959
C 1.74579 -0.13946 -0.10717 0.4071 3.4831 -0.1005
C -1.31632 0.23061 0.07478 0.0997 1.4237 -0.1015
C 2.97538 0.53071 -0.08053 1.3754 -0.9286 5.0459
C -2.79263 0.01106 -0.03459 -1.1226 -0.0230 4.1877
N -0.56412 -0.98295 -0.11725 0.2352 0.7192 -0.6951
N -0.64524 1.27772 0.33989 0.9108 -2.4867 -0.5204
H 1.15397 -2.09008 -0.20924 -0.5658 0.8618 -0.0803
H -1.07990 -1.78299 -0.56980 0.8585 0.8911 1.1292
H 3.12339 1.46103 0.53716 -1.1552 -0.4593 -0.5097
H 3.48598 0.73805 -0.94060 1.0687 -0.0361 -2.6884
H 3.60716 -0.19260 0.59922 -0.3309 0.9318 -1.3784
H -3.10920 -0.37682 -1.00653 -0.2814 0.3712 0.2865
H -3.34551 0.94402 0.46199 1.0187 -1.9189 -1.9045
H -3.00389 -0.80715 0.85180 0.3057 1.5767 -2.4023
H -1.02941 2.19032 0.32620 -1.1544 0.6328 0.2276
```
Forces are in eV/Å.

- Highest occupied orbital energy (spin up / spin down): -12.55 / -14.71 eV
- 2S+1: 3
- Strongest force on any atom: 0.1037 hartree/bohr
- Total charge: +1
- Frontier orbital gap (spin up / spin down): 0.3451 / 0.2731 hartree
- E_tot: -304.99373 a.u.

Atom charges from the Mulliken analysis, given in e for atoms 1 to 8: 0.2187, 0.0523, 0.6190, -1.0756, -1.1135, -0.0496, -0.5299, 0.3594

***

An isolated ion of composition C5H9N2 and charge +1 in a non-equilibrium geometry. Source: the OMol25 dataset; level of theory: ωB97M-V with the def2-TZVPD basis set.

The geometry in XYZ format:
```
16
Properties=species:S:1:pos:R:3:forces:R:3
C 0.95815 0.48154 1.48428 0.6757 0.2283 -0.5923
C 0.76056 0.72268 -0.56357 2.5505 0.1685 1.1886
C -1.09020 -0.25293 0.72635 -1.6164 1.5891 -3.4484
C 1.73827 1.17685 -1.55382 1.9474 0.4835 1.5349
C -1.53489 -1.68203 0.64450 -1.3450 -1.2595 -2.0908
N -0.14927 0.08128 1.72353 0.9139 -0.0637 0.1196
N -0.46028 0.29631 -0.50965 -2.1970 -1.3504 0.6953
H 1.91641 0.52589 2.01834 -0.2746 0.3328 -0.4457
H -2.01730 0.39106 0.72138 0.7320 -0.7548 1.2116
H 2.61964 1.67142 -0.94455 -1.3495 -1.2228 -1.3260
H 1.39135 2.00234 -2.14353 -0.6654 0.7577 -0.2179
H 2.08601 0.42639 -2.29752 0.0288 0.0282 0.8922
H -2.53307 -1.77315 -0.00972 2.2525 0.3269 1.6015
H -1.75658 -1.78444 1.65976 -1.0650 -1.2084 1.6769
H -0.86346 -2.54387 0.33554 -0.2725 1.6107 0.2867
H -1.06535 0.26066 -1.29130 -0.3154 0.3339 -1.0863
```
Forces are in eV/Å.

- Highest occupied orbital energy (spin up / spin down): -10.82 / -15.79 eV
- 2S+1: 3
- Strongest force on any atom: 0.0803 hartree/bohr
- Total charge: +1
- Frontier orbital gap (spin up / spin down): 0.2513 / 0.2898 hartree
- E_tot: -304.93525 a.u.

Atom charges from the Mulliken analysis, given in e for atoms 1 to 8: -0.0072, 0.2930, 0.1970, -0.8069, -1.1247, -0.0948, -0.2087, 0.3837

***

C5H9N2O as an isolated structure in a non-equilibrium geometry. Source: the OMol25 dataset; level of theory: ωB97M-V with the def2-TZVPD basis set.

The geometry in XYZ format:
```
17
Properties=species:S:1:pos:R:3:forces:R:3
C 1.58910 -1.19151 0.48789 2.2070 0.3470 1.2484
C -0.83404 0.97289 0.86624 -0.3505 0.5865 0.9870
C 1.88440 0.96167 -0.41788 -4.4153 -3.2561 -3.8515
C -0.15429 0.96416 -0.43068 4.1620 -1.2545 -0.4834
C -0.54329 -0.32664 0.16689 -1.6077 1.7644 -0.2294
N 2.27930 -0.16187 0.29026 -0.1430 0.2754 -0.8133
N -1.87104 -0.96636 -0.43329 2.6128 -1.3662 3.7103
O 0.25027 -1.35741 0.51651 0.0220 -1.0963 0.0961
H 2.18961 -2.01790 0.86372 -0.9589 -0.4975 0.0410
H -0.32094 1.38072 1.75751 -0.3276 -0.7279 -0.5098
H -1.85536 1.30939 0.71996 -0.1779 -0.0210 0.7594
H 2.06899 0.79190 -1.56619 -0.3282 0.4746 2.2879
H 2.18096 1.88143 -0.12525 0.8774 2.7249 1.3097
H -0.78908 1.09456 -1.26398 0.1179 1.2273 -1.3034
H -2.53910 -0.96449 0.40985 0.6048 -0.0660 -2.2101
H -1.45746 -1.92727 -0.58250 -1.3904 0.8389 -0.4040
H -2.07802 -0.44328 -1.25906 -0.9044 0.0467 -0.6349
```
Forces are in eV/Å.

- Highest occupied orbital energy: -13.30 eV
- 2S+1: 1
- Strongest force on any atom: 0.1304 hartree/bohr
- Total charge: +1
- Frontier orbital gap: 0.3556 hartree
- E_tot: -380.26414 a.u.

Atom charges from the Mulliken analysis, given in e for atoms 1 to 8: 0.0446, -0.5693, -0.3533, -0.3662, 0.2692, -0.3509, -0.2723, -0.4064

***

An isolated ion of composition C5H9N2O3 and charge -1 in a non-equilibrium geometry. Source: the OMol25 dataset; level of theory: ωB97M-V with the def2-TZVPD basis set.

The geometry in XYZ format:
```
19
Properties=species:S:1:pos:R:3:forces:R:3
C -0.97732 -1.87031 0.64866 -0.2416 0.1319 -2.3502
C -0.70046 1.60006 -0.33033 -1.7529 -1.2663 -3.4573
C -1.61250 0.46010 0.09795 -0.0896 -0.3370 1.2226
C 0.50478 1.11732 -1.18991 -2.8879 1.0058 -1.0529
C 2.56276 -1.06175 0.49748 -0.5830 3.9680 2.0782
N -1.04519 -0.51488 1.02896 -1.0898 1.1401 -0.5095
N 1.37372 0.71223 -0.22168 3.0391 -2.0337 1.2397
O -0.38348 -2.63153 1.39617 0.8884 -1.0016 1.6333
O -1.46666 -2.14841 -0.49301 -0.1574 0.1623 0.5493
O 1.71936 -0.61227 -0.38801 -0.1725 1.6371 -0.6359
H -1.33422 2.16054 -1.06362 0.2928 0.2044 0.6994
H -0.30397 2.24321 0.38987 0.3082 0.9889 1.4427
H -2.56983 0.93458 0.48336 0.7189 -0.6327 -0.2793
H -1.81367 -0.22208 -0.74258 -0.3813 0.6198 -0.1067
H 0.21111 0.38579 -1.96729 0.1461 0.0481 0.5897
H 0.75111 2.06150 -1.70786 0.9610 -0.3218 0.0050
H 2.70161 -0.37245 1.39945 0.0644 -1.3397 -1.4046
H 2.81636 -2.03290 0.41348 0.6086 -2.9854 -0.1242
H -0.43353 -0.20875 1.74892 0.3284 0.0117 0.4606
```
Forces are in eV/Å.

- Highest occupied orbital energy (spin up / spin down): -3.81 / -3.76 eV
- 2S+1: 1
- Strongest force on any atom: 0.0878 hartree/bohr
- Total charge: -1
- Frontier orbital gap (spin up / spin down): 0.2747 / 0.2648 hartree
- E_tot: -531.04243 a.u.

Atom charges from the Mulliken analysis, given in e for atoms 1 to 8: 0.6179, -0.8031, -0.6248, -0.3390, -0.4355, -0.2249, -0.5556, -0.7544

***

In g/mol, the molar mass values for the records above are, in order, 97.141, 97.141, 97.141, 97.141, 97.141, 113.140, 145.138.